(1)
Formula: C19H37O9Rb2
Source: the Open Molecules 2025 dataset
Level of theory: ωB97M-V/def2-TZVPD

Each line ends with the Mulliken charge.
Positions of all 67 atoms, in Å:
Rb 0.099 5.666 0.426  1.045
Rb -3.247 3.039 0.369  0.923
O 0.927 1.014 0.623  -0.363
C -0.199 1.736 0.364  0.393
O -1.284 1.103 0.404  -0.625
O -0.133 2.933 -0.027  -0.652
H 0.553 0.139 0.858  0.113
C 3.427 0.751 -2.041  -0.629
C 2.837 1.469 -3.226  0.402
O 3.480 1.724 -4.209  -0.589
C 1.393 1.910 -3.106  0.035
H 4.059 1.439 -1.471  0.338
H 4.012 -0.123 -2.313  0.306
H 2.656 0.453 -1.326  -0.076
H 1.080 2.254 -4.092  0.330
H 1.299 2.724 -2.384  0.200
H 0.755 1.086 -2.788  -0.334
C -0.041 -1.646 -2.000  -0.503
C 1.152 -2.556 -2.111  0.597
O 2.044 -2.322 -2.893  -0.578
C 1.151 -3.836 -1.295  -0.899
H 0.030 -1.069 -1.074  -0.069
H -0.976 -2.208 -2.015  0.469
H -0.091 -0.925 -2.815  0.279
H 0.218 -3.940 -0.747  0.224
H 1.980 -3.708 -0.593  0.015
H 1.366 -4.695 -1.924  0.486
C -2.303 2.171 -3.160  -0.484
C -2.766 3.601 -3.281  0.736
O -3.464 4.071 -2.399  -0.600
C -2.326 4.431 -4.454  -1.099
H -1.674 2.106 -2.260  -0.142
H -1.632 1.826 -3.945  0.320
H -3.148 1.495 -3.036  0.360
H -1.968 5.397 -4.099  0.318
H -3.173 4.598 -5.119  0.319
H -1.513 3.950 -4.993  0.325
C 2.741 -2.240 2.277  -1.311
C 1.296 -2.656 2.140  0.937
O 0.502 -2.034 1.465  -0.276
C 0.863 -3.865 2.929  -1.418
H 3.006 -2.333 3.329  0.381
H 2.915 -1.241 1.890  0.184
H 3.314 -2.993 1.728  0.424
H 1.108 -4.777 2.381  0.343
H -0.209 -3.853 3.118  0.312
H 1.337 -3.894 3.911  0.410
C -4.242 -1.049 -0.494  -0.492
C -4.162 -1.883 0.760  0.491
O -4.970 -2.742 1.011  -0.576
C -3.060 -1.521 1.730  -0.299
H -3.257 -0.623 -0.701  -0.068
H -4.914 -0.191 -0.396  0.231
H -4.591 -1.658 -1.325  0.376
H -3.179 -1.947 2.722  0.409
H -3.008 -0.433 1.770  0.105
H -2.106 -1.894 1.345  -0.102
C 0.683 1.532 4.103  -0.795
C 1.209 0.334 4.863  0.863
O 0.468 -0.417 5.443  -0.568
C 2.701 0.265 5.069  -1.115
H -0.331 1.314 3.772  0.153
H 1.311 1.644 3.213  0.142
H 0.756 2.440 4.698  0.464
H 2.942 -0.476 5.832  0.344
H 3.127 1.204 5.421  0.368
H 3.174 -0.076 4.145  0.194

Results
**HOMO**: -11.201 eV
**Lowest unoccupied orbital energy**: -4.0 eV
**Maximum force**: 1.87 eV/A
**Net charge**: +1

(2)
Formula: C9H12N3OS
Source: the Open Molecules 2025 dataset
Level of theory: ωB97M-V/def2-TZVPD

Each line ends with the Mulliken charge.
Positions of all 26 atoms, in Å:
C -3.374 0.496 0.204  -0.412
C -2.782 1.002 -0.879  -0.362
C -2.678 -0.476 0.959  -0.557
C -1.517 0.546 -1.262  -0.737
C -1.462 -0.977 0.600  -0.099
C -0.855 -0.501 -0.604  0.408
C 1.470 -1.597 -0.340  0.273
C 1.731 -1.051 1.119  -0.666
C 2.594 1.211 -0.490  -0.684
N 1.341 0.311 1.399  -0.108
N 0.372 -1.084 -1.061  -0.021
N 1.404 1.110 0.281  0.170
O 2.352 -2.212 -0.877  -0.505
S 0.115 2.049 0.102  0.140
H -4.444 0.668 0.374  0.405
H -3.283 1.680 -1.597  0.367
H -3.189 -0.937 1.835  0.351
H -1.091 1.197 -2.038  0.498
H -0.858 -1.860 0.995  0.348
H 1.403 -1.835 1.862  0.373
H 2.839 -0.947 1.339  0.338
H 2.661 0.411 -1.253  0.331
H 2.630 2.194 -1.022  0.291
H 3.414 1.153 0.258  0.316
H 0.799 0.671 2.156  0.296
H 0.406 -1.222 -2.060  0.247

Results
**Structure (SMILES)**: C[N+](=S)NCC(=O)Nc1ccccc1
**HOMO (spin up / spin down)**: -12.786 / -12.788 eV
**Lowest unoccupied orbital energy (spin up / spin down)**: -6.0 / -6.0 eV
**Maximum force**: 4.18 eV/A
**Net charge**: +1

(3)
Formula: C4H4LiMgNaO2
Source: the Open Molecules 2025 dataset
Level of theory: ωB97M-V/def2-TZVPD

Each line ends with the Mulliken charge.
Positions of all 13 atoms, in Å:
O -1.948 1.202 -1.558  -0.885
C -0.770 1.528 -1.357  0.502
C 0.253 1.980 -0.744  -0.571
Li -3.321 2.436 -2.068  0.925
Na -2.710 -0.955 -0.452  0.926
H 0.480 2.529 -1.837  0.317
C 2.142 3.080 1.812  0.451
C 0.955 3.651 1.390  -1.099
O 2.519 1.878 1.490  -0.482
H 2.915 3.726 2.258  0.363
H 0.956 4.732 1.220  0.279
H 0.057 3.197 1.831  0.252
Mg 1.697 0.735 0.195  1.022

Results
**HOMO**: -12.568 eV
**Lowest unoccupied orbital energy**: -8.6 eV
**Maximum force**: 3.73 eV/A
**Net charge**: +2

(4)
Formula: C2H7NO3
Source: the Open Molecules 2025 dataset
Level of theory: ωB97M-V/def2-TZVPD

Each line ends with the Mulliken charge.
Positions of all 13 atoms, in Å:
C -0.313 0.226 0.178  0.792
C 0.818 -0.249 1.080  -1.236
N -0.553 -0.631 -0.964  -0.403
O -0.012 1.509 -0.306  -0.583
O -1.494 0.294 0.921  -0.511
O 0.582 -0.501 -1.884  -0.409
H -0.717 1.655 -0.959  0.327
H -2.168 0.000 0.287  0.348
H 0.971 0.378 -1.679  0.373
H -0.442 -1.598 -0.650  0.273
H 0.942 0.437 1.925  0.359
H 0.607 -1.239 1.499  0.362
H 1.777 -0.281 0.552  0.308

Results
**Structure (SMILES)**: CC(O)(O)NO
**HOMO**: -9.712 eV
**Lowest unoccupied orbital energy**: 0.7 eV
**Maximum force**: 1.45 eV/A

(5)
Formula: C5H13NO2
Source: the Open Molecules 2025 dataset
Level of theory: ωB97M-V/def2-TZVPD

Each line ends with the Mulliken charge.
Positions of all 21 atoms, in Å:
C 0.515 0.476 -0.024  -0.506
C -0.902 0.850 0.418  0.180
C -2.055 -1.449 -0.793  -0.551
C 2.064 -1.392 -0.191  -0.964
C -1.299 2.234 -0.077  -1.338
N 0.791 -0.905 0.321  0.006
O 1.472 1.378 0.492  -0.566
O -1.625 -2.345 0.013  -0.206
H 1.330 1.471 1.442  0.365
H -0.713 -2.688 -0.108  0.320
H 0.772 -1.006 1.334  0.227
H 0.609 0.567 -1.112  0.389
H -0.955 0.807 1.510  0.368
H -1.352 -1.249 -1.639  0.135
H -1.617 0.104 0.024  0.148
H 2.214 -2.415 0.154  0.323
H 2.918 -0.781 0.123  0.326
H 2.021 -1.386 -1.280  0.309
H -1.362 2.241 -1.162  0.328
H -2.266 2.515 0.327  0.393
H -0.561 2.973 0.227  0.314

Results
**HOMO**: -8.169 eV
**Lowest unoccupied orbital energy**: 0.7 eV
**Maximum force**: 1.32 eV/A

| no. | calculated total energy (eV) |
| --- | --- |
| 1 | -40038.031 |
| 2 | -26870.706 |
| 3 | -18355.638 |
| 4 | -9818.503 |
| 5 | -10977.407 |